1.
A molecular structure, C26H36N3O6SbSn at a distorted geometry, computed with the ωB97M-V functional and the def2-TZVPD basis.

CARTESIAN COORDINATES (ANGSTROEM)
Sn -0.391 -0.943 0.793
O -5.026 -1.967 1.164
C -3.724 -1.853 0.913
O -3.180 -0.776 0.832
C -3.027 -3.147 0.733
C -3.695 -4.363 0.640
C -2.938 -5.519 0.486
C -1.560 -5.412 0.451
C -0.980 -4.148 0.549
N -1.704 -3.057 0.667
C 0.548 -3.989 0.498
O 1.212 -4.995 0.351
O 0.978 -2.797 0.583
H -5.430 -1.098 1.330
H -4.771 -4.397 0.690
H -3.421 -6.482 0.398
H -0.917 -6.274 0.359
C -1.305 -1.415 -6.112
C -1.221 -1.418 -4.621
C -2.275 -0.985 -3.822
C -2.131 -1.002 -2.446
N -1.042 -1.440 -1.835
C -0.036 -1.864 -2.587
C -0.070 -1.855 -3.968
H -2.202 -0.909 -6.462
H -1.320 -2.439 -6.484
H -0.432 -0.927 -6.541
H -3.190 -0.618 -4.263
H -2.911 -0.632 -1.795
H 0.830 -2.212 -2.042
H 0.791 -2.178 -4.531
O 0.427 1.712 3.441
C 0.121 0.614 3.865
C 0.046 0.236 5.346
C -0.023 -1.284 5.306
C -0.463 -1.551 3.872
O -0.943 -2.576 3.434
N -0.234 -0.453 3.110
H -0.867 0.670 5.759
H 0.895 0.646 5.890
H -0.685 -1.740 6.039
H 0.971 -1.722 5.424
C 2.321 4.471 1.944
C 1.712 4.251 0.570
C 0.599 5.243 0.286
Sb 0.946 2.166 0.475
C 2.912 1.154 0.379
C 4.055 2.003 -0.151
C 3.255 0.584 1.743
C 0.580 1.995 -1.730
C 1.394 2.867 -2.667
C -0.909 2.197 -1.960
H 2.664 5.500 2.055
H 3.176 3.815 2.092
H 1.594 4.253 2.724
H 2.482 4.357 -0.194
H -0.207 5.138 1.009
H 0.187 5.091 -0.710
H 0.978 6.265 0.340
H 2.731 0.319 -0.310
H 4.286 2.812 0.538
H 3.817 2.435 -1.121
H 4.954 1.395 -0.260
H 3.434 1.381 2.464
H 4.155 -0.031 1.686
H 2.440 -0.041 2.116
H 0.817 0.943 -1.937
H 1.281 3.921 -2.421
H 1.057 2.723 -3.697
H 2.450 2.615 -2.624
H -1.211 3.213 -1.710
H -1.486 1.512 -1.335
H -1.169 2.013 -3.004

Results
- LUMO level: -0.57 eV
- Relative energy (zero: lowest compared OMol25 entry of this formula, charge and spin): 17.19 kcal/mol
- HOMO-LUMO gap: 6.6 eV
- Highest occupied orbital energy: -7.17 eV
- Max |F|: 1.6 eV/Å
- Charge: 0

***

2.
A molecular structure, C17H16F5GeN3OOsS, computed with the ωB97M-V functional and the def2-TZVPD basis.

CARTESIAN COORDINATES (ANGSTROEM)
Os -0.853 0.347 0.440
F 5.116 3.867 1.134
C 3.826 3.607 0.852
C 3.466 2.432 0.222
F 4.423 1.549 -0.115
C 2.139 2.171 -0.070
F 1.886 1.048 -0.750
C 1.106 3.055 0.253
S -0.574 2.753 -0.102
C 1.515 4.236 0.874
F 0.611 5.162 1.229
C 2.838 4.517 1.173
F 3.171 5.673 1.781
N -2.634 0.270 -0.859
C -3.756 0.237 -1.140
C -5.105 0.193 -1.512
C -5.727 1.334 -2.049
N -6.258 2.262 -2.495
C -5.840 -0.996 -1.369
N -6.465 -1.965 -1.258
C 2.047 -1.121 1.813
O 1.164 -0.442 2.663
C 0.419 0.583 2.052
C 0.155 1.642 3.093
H 2.978 -0.549 1.685
H 1.599 -1.296 0.833
H 2.282 -2.084 2.275
H 0.765 1.451 3.982
H -0.895 1.687 3.419
H 0.393 2.647 2.723
C 1.489 -2.423 -1.784
Ge -0.362 -2.634 -1.087
C -0.550 -4.576 -0.701
C -1.520 -2.273 -2.642
C -0.739 -1.602 0.484
H 1.693 -3.173 -2.554
H 2.226 -2.530 -0.986
H 1.615 -1.431 -2.223
H -0.324 -5.172 -1.589
H -1.570 -4.798 -0.383
H 0.131 -4.874 0.099
H -1.216 -2.902 -3.483
H -1.448 -1.226 -2.935
H -2.563 -2.481 -2.401
H -0.654 -2.176 1.410

Results
- LUMO level (spin up / spin down): 4.57 / 4.54 eV
- Relative energy (zero: lowest compared OMol25 entry of this formula, charge and spin): 3.27 kcal/mol
- ⟨S²⟩: 6.02
- HOMO-LUMO gap (spin up / spin down): 4.3 / 6.2 eV
- Highest occupied orbital energy (spin up / spin down): 0.23 / -1.66 eV
- Max |F|: 0.6 eV/Å
- Charge: -2
- Spin multiplicity: 5

***

3.
3 unconnected molecules or ions with the total composition C3H7N4S2 at a distorted geometry, computed with the ωB97M-V functional and the def2-TZVPD basis.

CARTESIAN COORDINATES (ANGSTROEM)
C -1.003 -0.039 0.507
C 0.183 -0.361 -0.319
C -2.175 -0.922 0.303
N 3.573 -0.458 -0.917
N -3.022 -1.292 1.162
N 4.370 -0.065 -0.202
N 0.130 -1.111 -1.330
S 5.460 0.463 0.717
S -1.584 3.087 -0.108
H -0.731 0.027 1.567
H -1.305 1.018 0.229
H 1.107 0.132 0.021
H -2.318 -1.288 -0.709
H -2.847 -0.913 2.096
H 1.021 -1.221 -1.809
H -0.860 2.943 -1.209

Results
- LUMO level: 2.23 eV
- Relative energy (zero: lowest compared OMol25 entry of this formula, charge and spin): 0.00 kcal/mol
- HOMO-LUMO gap: 5.2 eV
- Highest occupied orbital energy: -3.00 eV
- Max |F|: 5.7 eV/Å
- Charge: -1